80
Properties=species:S:1:pos:R:3:forces:R:3 method="wB97M-V/def2-TZVPD" orbital_gap_ev=6.09 e_homo_ev=-4.430 charge=-1 multiplicity=1 relative_energy_kcal_mol=123.7
C 1.55549 4.91044 1.83196 0.138 0.280 -0.410
C 1.41401 3.33567 2.27212 0.025 -0.447 0.020
O 0.03310 2.78721 2.09346 1.455 -0.308 1.499
C -0.13511 1.58162 2.96317 1.012 0.016 -0.098
C -1.06206 0.43339 2.23172 -1.700 0.657 -0.145
O -1.01337 0.45607 0.75656 0.576 -1.434 2.826
P 0.48420 -0.30316 0.17440 0.219 1.721 1.172
C -0.27339 -1.88112 -0.53669 -0.419 -2.364 -0.748
C -1.05277 -2.88872 0.46877 -2.226 -0.125 -2.436
C -2.55183 -2.34394 0.97336 -0.182 -0.829 0.203
I 0.16214 -3.71083 2.11994 -0.600 0.317 -0.649
O -0.00610 0.42111 -1.37217 2.633 0.091 -2.281
C 1.09053 0.18330 -2.34109 0.669 -0.897 1.299
C 2.43534 0.21320 -1.38929 -0.127 -0.521 -1.468
C 3.66403 -0.13675 -2.42145 -1.471 0.466 -0.267
O 4.66780 -1.06601 -1.83821 3.333 2.781 -1.420
C 5.97994 -0.60460 -2.31899 0.549 0.432 -5.180
C 7.15937 -0.26794 -1.21904 -1.298 -0.371 0.700
O 6.22816 -0.43815 -3.63069 -1.585 -0.970 8.006
O 2.12069 -0.78409 -0.31323 0.878 2.546 -3.315
H 2.71009 5.21392 1.83031 -2.491 -0.777 0.159
H 1.17952 5.12989 0.72479 0.646 -0.774 2.395
H 0.98218 5.66417 2.55001 1.180 -1.792 -1.438
H 1.69479 3.20363 3.42318 -0.324 0.420 -2.676
H 2.11207 2.64452 1.59685 -1.256 1.552 1.463
H -0.60460 1.95515 3.99414 0.916 -0.996 -2.256
H 0.95863 1.16312 3.16404 -2.305 0.602 -0.299
H -0.89546 -0.65587 2.69138 0.119 2.450 -0.938
H -2.18973 0.70157 2.51858 2.291 -0.466 -0.743
H 0.90508 -0.82780 1.47908 -0.848 -0.380 -0.485
H 1.16516 0.91560 0.58893 -0.414 -0.001 -0.363
H 0.61111 -2.50590 -1.03981 -1.841 1.253 1.242
H -0.99826 -1.61315 -1.44663 1.222 -0.662 2.243
H -1.32515 -3.85284 -0.18464 0.820 1.938 1.595
H -3.01274 -1.55646 0.20399 1.319 -1.622 1.823
H -3.27597 -3.29355 0.99161 1.616 2.124 0.059
H -2.53985 -1.94596 2.08051 0.049 -0.500 -2.405
H 1.16208 0.84334 -3.30518 -0.490 -0.492 2.031
H 1.06658 -0.90469 -2.77996 -0.152 2.315 1.303
H 2.62816 1.32891 -1.05225 -0.535 -2.321 0.039
H 4.16838 0.90079 -2.71047 -1.039 -2.388 0.459
H 3.18694 -0.64412 -3.37103 1.224 0.993 1.724
H 6.64856 -0.20947 -0.14333 1.132 -0.187 -2.413
H 7.90819 -1.16908 -1.22026 -1.330 1.909 -0.109
H 7.68185 0.77507 -1.43612 -1.179 -2.493 0.111
C -1.42868 -0.61268 6.03786 0.060 -0.225 -0.052
Cl 0.02153 -1.43501 5.43775 -0.243 0.138 0.139
Cl -1.07058 1.07971 6.42117 -0.091 -0.134 0.280
Cl -2.73969 -0.71766 4.85051 0.045 -0.056 0.408
H -1.75332 -1.11206 6.95431 0.115 0.210 -0.325
C 1.84950 5.87017 5.70607 -0.079 -0.066 0.011
Cl 1.15971 4.23849 5.67067 0.019 0.343 0.237
Cl 3.32845 5.94168 4.73296 -0.072 0.013 0.224
Cl 0.66762 7.05790 5.12984 0.093 -0.057 0.122
H 2.10577 6.11331 6.74040 -0.150 -0.050 -0.495
C 1.25201 4.77755 9.72507 -0.098 -0.091 0.097
Cl 0.56223 3.14587 9.68968 0.121 0.246 0.013
Cl 2.73096 4.84906 8.75197 0.026 -0.085 0.409
Cl 0.07014 5.96529 9.14885 0.158 -0.094 0.060
H 1.50829 5.02069 10.75941 -0.075 -0.078 -0.384
C 0.00742 -2.73563 -5.57382 0.258 -0.242 0.122
Cl -0.07050 -1.19671 -6.44852 -0.015 -0.146 0.028
Cl 1.07895 -2.59941 -4.16931 -0.187 -0.631 -0.708
Cl -1.61270 -3.24922 -5.07280 0.788 0.285 -0.301
H 0.41629 -3.49379 -6.24662 -0.154 0.295 0.197
C -5.45028 -2.73557 -5.39849 -0.044 -0.012 0.071
Cl -5.97395 -1.42763 -4.32400 0.034 -0.197 -0.158
Cl -4.69296 -2.07601 -6.85822 -0.077 -0.054 0.033
Cl -4.33416 -3.82369 -4.55596 -1.201 0.132 -0.067
H -6.33124 -3.30957 -5.69694 0.320 0.203 0.103
C -5.37531 -0.53427 -10.28548 0.042 0.001 0.108
Cl -5.81427 -1.31906 -11.81220 0.003 0.042 0.158
Cl -3.65220 -0.76231 -9.94162 -0.254 0.011 -0.016
Cl -5.77688 1.19081 -10.33472 0.014 -0.218 0.036
H -5.95139 -0.99908 -9.48129 0.211 0.157 -0.257
C -3.60548 -6.51480 -1.47354 -0.162 -0.015 0.073
Cl -4.12914 -5.20686 -0.39905 0.034 -0.325 -0.303
Cl -2.84816 -5.85525 -2.93327 0.177 -0.351 0.335
Cl -2.48936 -7.60292 -0.63101 -0.155 0.108 -0.119
H -4.48644 -7.08881 -1.77199 0.331 0.194 0.089